Record 1
# C40H76Cl2O30

11 unconnected molecules or ions with the total composition C40H76Cl2O30 in a non-equilibrium geometry (ωB97M-V/def2-TZVPD, the OMol25 dataset).

ΔE to the lowest compared entry with this formula, charge and spin = 69.7 kcal per mole
maximum force = 4.954 eV/Å
2S+1 = 1
energy = -4747.2609 Eh
SMILES = CCOC(=O)OC.CCOC(=O)OC.CCOC(=O)OC.CCOC(=O)OC.CCOC(=O)OC.CCOC(=O)OC.CCOC(=O)OC.CCOC(=O)OC.O=C1OCCO1.O=C1OCCO1.ClCCCl
net charge = 0
HOMO level = -9.814 eV

Structure (XYZ):
```
148
Properties=species:S:1:pos:R:3:forces:R:3:mulliken_charge:R:1
C 3.196 -0.366 4.527 -1.11 -0.29 -1.20 -0.921
C 1.789 -1.125 4.445 2.80 0.37 0.23 -0.024
O 0.763 -0.256 4.764 -3.03 1.65 3.56 0.024
C 0.354 -0.048 6.102 1.40 -0.29 1.10 0.562
O 0.930 -0.478 7.124 -2.23 1.35 -3.60 -0.612
O -0.761 0.786 6.039 0.90 -0.77 0.35 -0.069
C -1.523 1.092 7.258 1.03 -0.83 0.65 -0.886
H 3.187 0.531 3.907 -0.33 -0.13 -0.30 -0.025
H 3.964 -0.986 4.064 0.04 -0.15 0.38 0.470
H 3.511 0.040 5.488 -0.35 -0.76 0.38 0.379
H 1.869 -2.026 5.054 -0.45 0.08 0.27 0.427
H 1.462 -1.406 3.443 0.89 -0.22 -0.26 -0.098
H -1.888 2.116 7.333 0.12 -0.05 -1.02 0.293
H -0.899 0.984 8.146 0.28 -0.25 -0.17 0.352
H -2.339 0.378 7.373 -0.04 0.09 -0.31 0.292
C 3.093 3.246 -2.042 -0.68 -1.19 -0.08 -1.110
C 3.469 1.779 -2.338 -0.01 0.19 1.89 0.406
O 2.781 1.344 -3.462 0.17 -1.39 -2.43 -0.209
C 3.031 0.071 -3.858 -0.53 -0.32 -0.63 0.787
O 3.743 -0.779 -3.352 -0.57 1.35 -0.07 -0.614
O 2.302 -0.119 -4.979 -0.33 -0.38 0.87 -0.356
C 2.255 -1.457 -5.550 0.59 1.13 -0.76 -0.523
H 3.375 3.950 -2.826 0.55 -0.08 0.23 0.372
H 3.402 3.499 -1.028 0.38 0.26 -0.24 0.433
H 2.005 3.299 -2.015 -0.17 -0.11 0.06 -0.052
H 3.080 1.073 -1.604 0.20 0.57 1.04 -0.376
H 4.537 1.568 -2.377 0.17 0.30 -0.46 0.530
H 1.756 -2.253 -4.997 0.30 0.37 0.61 0.102
H 3.292 -1.663 -5.817 -0.20 -0.68 0.05 0.379
H 1.676 -1.301 -6.460 0.12 -0.05 0.00 0.259
C -3.401 -2.222 -1.315 -0.12 -1.06 0.09 -0.051
C -4.541 -3.228 -1.481 -0.10 -0.32 1.88 -0.496
O -4.409 -3.930 -2.689 -1.81 -1.20 -3.36 0.025
C -5.439 -4.768 -3.117 -1.21 0.12 2.52 0.557
O -6.490 -5.034 -2.500 2.92 1.17 -1.61 -0.617
O -5.068 -5.327 -4.262 1.31 0.83 0.61 -0.245
C -6.036 -5.878 -5.103 -0.96 -0.09 -0.82 -0.755
H -3.420 -1.806 -0.308 -0.26 -0.06 -0.09 -0.007
H -3.423 -1.402 -2.033 0.07 -0.18 -0.14 0.236
H -2.502 -2.835 -1.376 0.44 0.50 -0.22 -0.136
H -5.503 -2.748 -1.306 -0.21 -0.24 -0.49 0.447
H -4.441 -4.087 -0.817 -0.06 0.83 1.22 0.068
H -5.546 -6.581 -5.777 0.02 -0.21 0.44 0.217
H -6.414 -5.090 -5.755 -0.21 0.14 0.07 0.307
H -6.869 -6.306 -4.545 0.18 -0.17 -0.06 0.342
C 0.396 -4.180 1.956 -0.87 -0.43 -0.34 -0.757
C -0.138 -4.952 0.755 1.39 -1.50 0.36 -0.105
O -1.524 -5.177 0.839 -1.47 0.10 0.08 -0.034
C -2.052 -6.183 0.106 1.79 0.51 -2.10 0.788
O -1.445 -6.834 -0.743 -0.53 0.64 1.60 -0.649
O -3.339 -6.215 0.318 -1.01 0.38 0.57 -0.279
C -4.107 -7.240 -0.315 0.70 -1.10 0.54 -0.759
H 1.480 -4.103 1.871 -0.06 0.33 -0.12 0.406
H 0.189 -4.765 2.852 -0.11 0.19 0.13 0.436
H -0.124 -3.224 2.019 0.33 0.18 0.20 -0.323
H 0.257 -5.964 0.844 0.71 0.04 -0.42 0.457
H 0.191 -4.526 -0.193 -0.39 0.13 -0.08 -0.130
H -4.952 -6.844 -0.878 0.31 0.20 0.04 0.202
H -4.441 -7.887 0.496 -0.45 0.15 0.00 0.272
H -3.416 -7.867 -0.878 -0.30 0.25 -0.54 0.386
C -0.615 7.886 4.781 1.16 0.58 -0.83 -1.117
C 0.752 7.668 4.099 -1.04 -1.18 -0.03 -0.302
O 0.761 6.224 3.740 -0.29 0.56 0.21 -0.220
C 1.520 5.342 4.347 2.40 -1.94 -0.09 0.506
O 2.413 5.551 5.145 -1.11 0.10 -0.17 -0.598
O 1.311 4.090 3.779 -1.70 2.34 -0.36 -0.080
C 1.931 2.920 4.268 0.65 0.59 -0.43 -0.152
H -0.633 7.214 5.639 -0.35 0.37 0.11 0.304
H -1.461 7.738 4.110 0.18 -0.43 -0.01 0.264
H -0.638 8.949 5.021 -0.16 -0.05 0.65 0.404
H 1.566 7.995 4.747 0.11 -0.63 0.00 0.391
H 0.859 8.160 3.133 -0.17 0.10 0.16 0.312
H 1.840 2.146 3.507 -0.57 0.22 -0.03 -0.334
H 1.421 2.612 5.181 0.64 -0.10 0.20 0.173
H 2.997 3.151 4.271 0.15 -0.37 1.05 0.469
C -0.731 0.251 -3.892 -1.38 0.73 -0.04 -0.187
C -2.142 0.954 -3.783 2.35 -1.14 -2.76 -0.981
O -2.361 1.317 -2.487 -0.57 -2.06 2.55 -0.150
C -2.220 2.541 -2.088 -0.66 4.21 -1.88 0.760
O -2.216 3.472 -2.896 0.35 -1.03 2.02 -0.595
O -2.234 2.631 -0.758 0.93 -1.62 0.49 -0.295
C -2.109 3.877 -0.051 -1.24 0.48 -0.90 -0.243
H -0.719 -0.532 -3.134 0.41 0.00 0.00 -0.446
H 0.069 0.986 -3.801 0.03 -0.17 0.31 0.298
H -0.642 -0.200 -4.880 0.00 -0.08 -0.04 0.470
H -2.849 0.201 -4.131 -0.50 0.24 0.47 0.368
H -2.143 1.792 -4.480 -0.31 0.16 0.29 0.518
H -1.956 3.744 1.020 0.43 -0.74 -0.29 0.194
H -3.123 4.268 -0.137 0.19 0.83 -0.04 0.430
H -1.354 4.527 -0.493 -0.22 -0.16 -0.02 -0.113
C 0.458 6.237 0.880 -0.44 -0.80 -0.43 -0.583
C 1.134 6.289 -0.468 1.29 -0.23 0.44 -0.181
O 0.273 5.788 -1.474 -1.45 -0.74 -0.67 -0.147
C 0.512 5.804 -2.801 -4.28 -1.33 -1.92 0.706
O -0.304 5.446 -3.681 2.43 1.20 2.99 -0.615
O 1.680 6.257 -3.018 4.11 1.92 0.20 -0.309
C 2.120 6.834 -4.230 -0.98 -0.31 -2.18 -0.784
H 0.512 5.235 1.306 0.36 -0.02 -0.01 0.066
H -0.618 6.350 0.742 -0.04 0.96 0.36 0.285
H 0.984 6.915 1.552 -0.59 0.05 -0.16 0.132
H 1.998 5.635 -0.347 0.27 -0.04 -0.56 0.115
H 1.518 7.285 -0.686 -0.29 0.08 -0.33 0.374
H 1.502 7.658 -4.585 -0.37 0.18 0.66 0.351
H 1.996 6.121 -5.045 0.22 -0.33 0.09 0.309
H 3.143 7.210 -4.268 0.01 -0.47 1.05 0.266
C 4.294 -4.089 -3.075 -0.13 -1.07 0.06 -1.419
C 2.979 -3.777 -2.362 0.93 0.81 1.17 0.554
O 1.901 -4.315 -3.072 -2.81 0.24 -1.96 -0.401
C 0.660 -3.730 -2.989 -0.28 0.31 0.56 0.261
O 0.358 -2.878 -2.144 0.35 -1.81 -2.05 0.310
O -0.150 -4.269 -3.979 0.87 0.65 1.77 -0.457
C -1.555 -3.828 -4.084 1.26 1.08 -0.58 -0.066
H 5.129 -3.429 -2.841 -0.38 0.33 0.14 0.252
H 4.149 -4.096 -4.155 -0.06 0.23 0.01 0.326
H 4.637 -5.090 -2.812 -0.03 -0.15 -0.07 0.417
H 2.943 -2.694 -2.244 -0.59 -0.02 -0.07 -0.236
H 2.864 -4.237 -1.380 0.71 0.18 0.29 0.353
H -1.825 -4.082 -5.109 -0.20 -0.72 0.36 0.331
H -1.545 -2.740 -4.141 -0.07 0.16 0.57 -0.129
H -2.240 -4.164 -3.305 0.47 -0.33 -0.22 0.126
O -3.975 -3.233 1.645 0.60 3.17 2.22 -0.526
C -3.567 -2.405 2.473 -1.55 -2.32 -2.72 0.590
O -2.571 -2.675 3.265 1.83 -1.40 1.62 -0.294
C -2.315 -1.640 4.179 -0.51 2.00 0.36 0.560
C -3.473 -0.635 3.863 1.93 -0.31 1.92 -0.417
O -3.985 -1.148 2.718 -1.96 -0.66 -3.24 -0.338
H -2.355 -1.880 5.242 0.14 -0.84 -0.24 0.401
H -1.376 -1.128 3.968 0.19 -0.47 -0.09 -0.551
H -2.971 0.320 3.705 -0.80 0.33 0.07 0.231
H -4.255 -0.680 4.620 0.15 0.58 0.18 0.372
O 0.798 2.782 0.857 -0.07 0.18 0.81 -0.497
C 0.446 1.649 0.786 -0.08 -0.25 -1.48 0.142
O -0.425 0.964 1.510 -0.68 0.24 1.71 -0.341
C -0.761 -0.250 0.832 0.07 -0.74 0.49 1.755
C 0.427 -0.427 -0.077 -1.84 -2.00 -0.87 2.091
O 0.830 0.848 -0.220 2.58 2.80 -1.26 0.228
H -0.751 -1.111 1.501 -0.60 0.34 0.45 -1.848
H -1.722 -0.090 0.342 0.10 -0.17 -0.11 0.139
H 0.082 -0.765 -1.054 0.34 -0.44 0.10 -1.203
H 1.194 -1.089 0.325 0.08 0.08 0.00 -0.712
Cl 3.667 -2.019 0.929 -0.13 -0.16 0.38 0.020
C 5.294 -1.599 0.395 0.82 0.43 -0.51 -0.431
C 5.593 -0.103 0.530 -0.09 -0.38 0.41 0.022
Cl 5.632 0.403 2.294 0.04 -0.21 -1.06 -0.191
H 5.348 -1.935 -0.641 -0.09 0.50 -0.22 -0.044
H 6.075 -2.185 0.878 -0.40 -0.01 0.57 0.385
H 4.851 0.507 0.015 0.00 -0.06 0.22 -0.248
H 6.582 0.118 0.128 -0.07 -0.07 0.06 0.455
```
Forces are in eV/Å.

=====

Record 2
# C4H31NO11

11 unconnected molecules or ions with the total composition C4H31NO11 in a non-equilibrium geometry (ωB97M-V/def2-TZVPD, the OMol25 dataset).

ΔE to the lowest compared entry with this formula, charge and spin = 92.8 kcal per mole
maximum force = 4.497 eV/Å
2S+1 = 1
energy = -1053.2973 Eh
SMILES = CNC[C@@H](C)O.O.O.O.O.O.O.O.O.O.O
net charge = 0
HOMO level = -9.244 eV

Structure (XYZ):
```
47
Properties=species:S:1:pos:R:3:forces:R:3:mulliken_charge:R:1
C -2.048 -1.761 1.160 -2.29 -0.26 0.22 -0.684
N -2.388 -0.403 1.671 3.80 -0.02 -1.63 -0.284
C -1.997 0.654 0.761 -0.87 0.44 -0.07 -0.787
C -2.793 0.596 -0.609 0.03 1.75 2.24 0.388
C -3.050 2.080 -1.040 -0.06 -0.97 0.85 -1.446
O -2.009 -0.062 -1.514 1.79 -0.74 -0.80 -0.350
H -1.546 -2.167 2.002 0.73 -1.25 0.32 0.459
H -2.975 -2.437 0.953 1.45 1.22 0.24 0.280
H -1.406 -1.777 0.263 -0.23 0.48 0.69 -0.026
H -3.274 -0.226 1.959 -3.18 -0.20 0.98 0.277
H -0.907 0.830 0.838 -0.16 -0.90 -1.39 0.091
H -2.196 1.648 1.148 -0.87 0.00 0.76 0.456
H -3.726 -0.026 -0.480 0.59 0.98 0.25 0.335
H -3.285 2.062 -2.140 -0.88 0.71 1.29 0.363
H -2.119 2.609 -0.967 1.01 0.01 -0.18 0.391
H -3.579 2.617 -0.163 -0.39 -0.78 -2.22 0.375
H -2.508 -0.329 -2.261 -0.83 -0.44 -1.26 0.197
O 2.558 2.837 -0.900 1.11 -0.46 -0.30 -0.707
H 2.115 3.208 -0.159 -0.51 0.46 1.29 0.279
H 1.878 2.816 -1.578 -0.42 -0.11 -0.59 0.449
O 2.688 0.461 1.659 0.84 -0.16 4.41 -0.540
H 3.455 0.753 2.221 -1.22 -0.35 -0.71 0.288
H 2.933 0.640 0.808 1.31 0.71 -3.96 0.306
O 0.310 -0.541 -2.735 -1.13 1.18 0.39 -0.730
H -0.496 -0.318 -2.190 1.01 0.24 -0.63 0.451
H 0.296 -1.470 -2.598 0.47 -1.67 -0.08 0.357
O 0.730 2.237 1.741 -0.67 0.38 -1.34 -0.595
H 0.825 2.294 2.689 0.21 -0.63 0.29 0.267
H 1.007 1.367 1.393 0.17 0.84 1.20 0.373
O 1.117 -1.953 -0.551 -0.93 2.26 0.00 -0.594
H 1.693 -2.217 0.186 -0.26 0.11 -0.08 0.407
H 0.962 -0.932 -0.433 0.84 -3.06 -0.56 0.178
O 0.256 -0.689 4.125 0.76 -0.67 -1.72 -0.718
H 0.978 -1.146 3.577 -1.15 0.71 1.23 0.472
H -0.449 -0.598 3.450 0.17 0.12 0.69 0.287
O 0.817 2.064 -2.703 -2.43 -0.29 -0.05 -0.721
H -0.185 1.922 -2.544 2.65 0.24 -0.47 0.307
H 1.146 1.192 -2.995 -0.60 0.25 0.15 0.373
O 3.069 -0.128 -0.972 -0.51 2.81 -0.42 -0.722
H 2.723 0.775 -1.283 0.95 -1.19 0.94 0.307
H 2.877 -0.640 -1.744 -0.20 -1.06 -0.54 0.332
O 1.702 -1.840 2.002 -0.60 1.58 -1.03 -0.866
H 0.863 -1.377 1.679 1.41 -1.26 0.73 0.218
H 2.370 -1.131 1.693 -0.92 -1.02 1.04 0.538
O -1.185 -3.387 -1.884 -1.30 0.89 -0.05 -0.663
H -0.364 -3.764 -1.602 0.70 -0.07 0.53 0.324
H -1.484 -2.770 -1.181 0.59 -0.82 -0.68 0.312
```
Forces are in eV/Å.

=====

Record 3
# C8H20BIO3

2 unconnected molecules or ions with the total composition C8H20BIO3 (ωB97M-V/def2-TZVPD, the OMol25 dataset).

maximum force = 0.482 eV/Å
2S+1 = 1
energy = -865.0167 Eh
SMILES = COCCOCCOC.CCBI
net charge = 0
HOMO level = -9.207 eV

Structure (XYZ):
```
33
Properties=species:S:1:pos:R:3:forces:R:3:mulliken_charge:R:1
C -1.188 -1.730 3.522 0.11 -0.05 -0.02 -0.760
O -0.301 -1.285 2.520 -0.14 0.27 0.00 -0.288
C -0.753 -1.538 1.201 0.10 -0.10 0.08 -0.681
C -0.384 -0.418 0.255 0.09 0.01 -0.09 0.435
O -1.132 0.773 0.416 -0.07 0.01 -0.07 -0.405
C -0.840 1.615 1.518 -0.09 0.03 0.10 -0.382
C 0.423 2.434 1.371 0.11 0.04 0.15 -0.570
O 1.587 1.641 1.530 -0.11 -0.20 -0.24 -0.302
C 2.659 2.028 0.700 -0.02 0.00 0.13 -0.744
H -1.201 -2.824 3.586 -0.07 -0.01 0.00 0.326
H -0.838 -1.327 4.471 0.04 -0.03 -0.01 0.234
H -2.206 -1.367 3.343 -0.01 -0.03 -0.01 0.342
H -1.840 -1.673 1.181 -0.02 0.02 0.03 0.367
H -0.286 -2.463 0.840 -0.09 -0.03 -0.09 0.326
H -0.634 -0.766 -0.751 -0.01 -0.03 0.02 -0.288
H 0.691 -0.221 0.271 0.01 -0.02 0.18 0.102
H -0.840 1.060 2.458 0.16 -0.05 -0.02 0.169
H -1.673 2.321 1.552 0.00 0.00 0.01 0.380
H 0.420 3.213 2.145 -0.06 0.08 -0.07 0.397
H 0.419 2.924 0.391 0.02 -0.03 -0.04 0.346
H 2.340 2.121 -0.345 0.00 0.04 0.00 0.308
H 3.417 1.248 0.760 0.01 0.02 0.05 0.227
H 3.098 2.976 1.029 0.01 0.03 -0.07 0.338
C 1.078 -0.882 -3.020 0.23 0.07 -0.16 -0.916
C -0.084 -0.823 -4.024 -0.37 -0.12 0.01 -0.366
B -1.464 -0.630 -3.329 -0.08 -0.43 0.13 0.118
I -2.756 -2.348 -3.068 0.25 0.41 -0.01 -0.078
H 2.018 -0.944 -3.566 0.06 -0.03 0.01 0.397
H 1.010 -1.768 -2.391 -0.05 0.00 0.12 0.286
H 1.134 0.002 -2.387 -0.10 0.02 0.09 0.182
H -0.085 -1.745 -4.601 0.06 -0.01 -0.15 0.290
H 0.074 0.011 -4.710 0.06 0.08 -0.05 0.275
H -1.866 0.384 -2.867 -0.03 0.01 0.00 -0.064
```
Forces are in eV/Å.

=====

Question: Which value of HOMO level does entry 2 give?
Answer: -9.244 eV

=====

Question: Which formula does entry 1 have?
Answer: C40H76Cl2O30